{
  "formula": "C18H34Cl22",
  "method": "ωB97M-V/def2-TZVPD",
  "lumo_ev": 0.13,
  "de_lowest_kcal_mol": 73.39,
  "gap_ev": 10.81,
  "energy_ev": -294710.351,
  "smiles": "ClC(Cl)Cl.ClC(Cl)Cl.ClCCCl.ClCCCl.ClCCCl.ClCCCl.ClCCCl.ClCCCl.ClCCCl.ClCCCl",
  "e_homo_ev": -10.68,
  "symbols": ["Cl", "C", "C", "Cl", "H", "H", "H", "H", "Cl", "C", "C", "Cl", "H", "H", "H", "H", "Cl", "C", "C", "Cl", "H", "H", "H", "H", "Cl", "C", "C", "Cl", "H", "H", "H", "H", "Cl", "C", "C", "Cl", "H", "H", "H", "H", "Cl", "C", "C", "Cl", "H", "H", "H", "H", "Cl", "C", "C", "Cl", "H", "H", "H", "H", "Cl", "C", "C", "Cl", "H", "H", "H", "H", "C", "Cl", "Cl", "Cl", "H", "C", "Cl", "Cl", "Cl", "H"],
  "xyz": [[-3.93, 5.88, 9.72], [-3.63, 4.72, 8.44], [-2.47, 5.09, 7.50], [-1.98, 3.73, 6.46], [-4.51, 4.61, 7.81], [-3.37, 3.81, 8.97], [-1.62, 5.52, 8.03], [-2.86, 5.82, 6.79], [-1.95, 4.84, -10.50], [-1.56, 3.63, -9.21], [-2.10, 4.06, -7.85], [-1.34, 5.71, -7.46], [-0.48, 3.55, -9.11], [-2.05, 2.68, -9.40], [-1.82, 3.33, -7.08], [-3.15, 4.28, -8.01], [1.86, -0.79, 0.00], [0.35, -0.88, -0.96], [-0.55, 0.27, -0.53], [-0.14, 1.78, -1.16], [-0.04, -1.88, -0.81], [0.64, -0.82, -2.01], [-0.63, 0.35, 0.56], [-1.52, 0.07, -0.97], [6.59, -9.05, 2.61], [6.26, -7.36, 3.18], [4.82, -6.86, 2.91], [3.59, -7.62, 3.99], [6.96, -6.70, 2.68], [6.53, -7.31, 4.23], [4.53, -7.11, 1.89], [4.80, -5.77, 2.94], [-6.12, 6.81, 1.17], [-4.85, 7.15, 0.00], [-5.45, 7.25, -1.43], [-5.78, 5.58, -2.04], [-4.08, 6.38, -0.02], [-4.33, 8.04, 0.34], [-4.74, 7.67, -2.14], [-6.35, 7.85, -1.46], [3.31, -5.14, -6.21], [3.56, -4.67, -7.92], [4.15, -3.21, -8.01], [3.15, -1.88, -7.20], [2.60, -4.80, -8.43], [4.27, -5.32, -8.43], [4.05, -3.02, -9.08], [5.20, -3.13, -7.70], [-6.05, -7.75, 0.32], [-5.23, -8.62, 1.67], [-3.91, -7.88, 2.04], [-2.86, -7.53, 0.63], [-5.03, -9.66, 1.38], [-5.98, -8.59, 2.46], [-3.35, -8.45, 2.78], [-4.08, -6.95, 2.57], [8.20, 3.15, 5.47], [6.86, 2.35, 6.32], [5.98, 1.68, 5.23], [4.96, 0.27, 5.81], [6.49, 3.14, 6.98], [7.24, 1.53, 6.94], [6.51, 1.23, 4.39], [5.36, 2.40, 4.70], [-8.20, -0.75, 2.33], [-6.82, -1.38, 1.42], [-9.39, -0.19, 1.09], [-7.63, 0.61, 3.35], [-8.59, -1.54, 2.97], [6.21, 3.06, -3.17], [7.43, 3.26, -1.88], [7.03, 2.31, -4.56], [5.67, 4.68, -3.56], [5.38, 2.45, -2.81]]
}

---

{
  "formula": "C18H34ClNO6RhSi4Te",
  "method": "ωB97M-V/def2-TZVPD",
  "lumo_ev": [1.65, 1.74],
  "gap_ev": [5.27, 5.37],
  "energy_ev": -87334.488,
  "charge": -1,
  "e_homo_ev": [-3.62, -3.63],
  "symbols": ["Rh", "O", "C", "O", "C", "C", "C", "C", "C", "N", "C", "O", "O", "H", "H", "H", "H", "Cl", "C", "Si", "C", "C", "Si", "Te", "Si", "C", "C", "C", "Si", "C", "C", "C", "H", "H", "H", "H", "H", "H", "H", "H", "H", "H", "H", "H", "H", "H", "H", "H", "H", "H", "H", "H", "H", "H", "H", "H", "H", "H", "H", "C", "C", "O", "O", "H", "H", "H"],
  "xyz": [[-0.53, -0.49, 0.17], [1.62, 0.33, -4.02], [1.02, -0.05, -2.86], [1.59, -0.75, -2.07], [-0.37, 0.49, -2.77], [-0.84, 1.29, -3.80], [-2.14, 1.78, -3.74], [-2.93, 1.43, -2.67], [-2.40, 0.63, -1.67], [-1.14, 0.19, -1.70], [-3.32, 0.16, -0.52], [-4.41, 0.73, -0.45], [-2.88, -0.80, 0.16], [2.51, -0.06, -3.99], [-0.19, 1.51, -4.63], [-2.52, 2.43, -4.53], [-3.95, 1.75, -2.56], [-0.20, -1.43, 2.30], [-3.95, -6.96, -0.94], [-2.55, -5.70, -1.05], [-0.96, -6.71, -1.12], [-2.72, -4.82, -2.71], [-2.45, -4.10, 0.68], [-0.30, -3.01, -0.10], [-1.83, -5.18, 2.67], [-2.39, -4.18, 4.16], [0.03, -5.42, 2.76], [-2.63, -6.89, 2.77], [-4.55, -3.08, 0.96], [-4.88, -1.81, 2.29], [-5.50, -4.61, 1.60], [-5.38, -2.69, -0.68], [-3.81, -7.74, -1.70], [-4.93, -6.50, -1.11], [-3.98, -7.44, 0.04], [-0.93, -7.30, -2.04], [-0.89, -7.40, -0.27], [-0.08, -6.07, -1.09], [-2.52, -5.50, -3.54], [-2.00, -4.00, -2.78], [-3.71, -4.39, -2.85], [-2.06, -3.14, 4.06], [-1.96, -4.58, 5.08], [-3.47, -4.17, 4.25], [0.53, -4.45, 2.74], [0.39, -6.00, 1.91], [0.31, -5.94, 3.68], [-3.72, -6.83, 2.67], [-2.40, -7.36, 3.72], [-2.27, -7.54, 1.97], [-4.47, -2.14, 3.25], [-5.97, -1.72, 2.39], [-4.47, -0.84, 2.04], [-5.20, -4.87, 2.61], [-5.36, -5.50, 0.98], [-6.57, -4.38, 1.62], [-4.85, -1.92, -1.24], [-6.39, -2.33, -0.50], [-5.44, -3.59, -1.30], [1.21, 3.22, 0.96], [0.69, 1.81, 0.75], [-0.58, 1.68, 0.67], [1.47, 0.86, 0.65], [0.68, 3.70, 1.78], [1.02, 3.80, 0.06], [2.28, 3.20, 1.16]]
}

---

{
  "formula": "C18H34F3NiO10S3",
  "method": "ωB97M-V/def2-TZVPD",
  "lumo_ev": [2.14, 2.14],
  "de_lowest_kcal_mol": 0.00,
  "gap_ev": [5.11, 5.02],
  "spin_multiplicity": 3,
  "energy_ev": -121388.686,
  "s2": 2.004,
  "charge": -1,
  "e_homo_ev": [-2.97, -2.88],
  "symbols": ["Ni", "C", "O", "O", "C", "F", "F", "F", "C", "C", "H", "H", "H", "H", "H", "H", "O", "C", "C", "O", "H", "H", "H", "H", "C", "C", "C", "S", "O", "O", "C", "H", "H", "H", "H", "H", "H", "H", "H", "C", "C", "C", "S", "O", "O", "C", "H", "H", "H", "H", "H", "H", "H", "H", "C", "C", "C", "S", "O", "O", "C", "H", "H", "H", "H", "H", "H", "H", "H"],
  "xyz": [[-0.88, -0.93, -0.62], [1.44, -0.92, -3.06], [2.39, -1.11, -2.01], [0.22, -1.38, -2.48], [1.39, 0.59, -3.57], [2.67, 1.12, -3.53], [0.86, 0.71, -4.81], [0.77, 1.44, -2.74], [2.94, -2.37, -1.61], [4.28, -2.30, -0.93], [5.08, -1.76, -1.44], [4.06, -1.82, 0.02], [4.77, -3.18, -0.52], [3.16, -3.01, -2.46], [2.34, -3.06, -1.02], [1.83, -1.46, -3.92], [-2.02, -2.79, -1.33], [-3.23, -2.75, -0.58], [-3.29, -2.00, 0.82], [-2.39, -0.93, 0.86], [-3.50, -3.77, -0.31], [-3.97, -2.55, -1.36], [-2.91, -2.69, 1.58], [-4.29, -1.65, 1.09], [1.31, 3.55, -0.20], [2.62, 3.04, -0.69], [2.88, 1.63, -0.15], [1.47, 1.19, 1.00], [2.06, 0.70, 2.23], [0.31, 0.54, 0.41], [1.07, 3.01, 1.27], [0.74, 3.03, -0.97], [1.04, 4.61, -0.27], [3.37, 3.68, -0.22], [2.62, 2.94, -1.78], [3.84, 1.61, 0.37], [2.88, 0.82, -0.88], [1.83, 3.38, 1.96], [0.05, 3.06, 1.65], [-3.11, 3.81, -0.29], [-2.91, 4.40, -1.70], [-2.03, 3.43, -2.48], [-2.63, 1.70, -1.94], [-1.57, 0.74, -1.69], [-3.69, 1.38, -2.86], [-3.35, 2.33, -0.34], [-3.84, 4.43, 0.21], [-2.23, 3.90, 0.34], [-2.61, 5.44, -1.57], [-3.92, 4.44, -2.10], [-1.01, 3.64, -2.16], [-2.03, 3.40, -3.57], [-2.83, 1.79, 0.45], [-4.39, 1.99, -0.34], [-0.50, -4.01, 3.96], [-0.04, -2.68, 4.65], [0.10, -1.64, 3.57], [0.93, -2.49, 2.07], [2.37, -2.38, 2.35], [0.47, -2.15, 0.72], [0.22, -4.25, 2.62], [-1.55, -3.80, 3.77], [-0.41, -4.77, 4.73], [1.01, -2.87, 4.86], [-0.62, -2.37, 5.52], [0.77, -0.82, 3.84], [-0.92, -1.37, 3.30], [1.02, -4.96, 2.43], [-0.51, -4.50, 1.85]]
}

---

{
  "formula": "C18H35As2GaNS2",
  "method": "ωB97M-V/def2-TZVPD",
  "lumo_ev": -10.33,
  "gap_ev": 6.84,
  "energy_ev": -216418.977,
  "charge": 3,
  "e_homo_ev": -17.16,
  "symbols": ["Ga", "S", "S", "C", "C", "C", "N", "C", "C", "H", "H", "H", "H", "H", "H", "H", "H", "C", "H", "H", "H", "H", "H", "H", "H", "C", "C", "H", "H", "H", "H", "C", "As", "C", "C", "C", "C", "C", "C", "C", "As", "C", "C", "H", "H", "H", "H", "H", "H", "H", "H", "H", "H", "H", "H", "H", "H", "H", "H"],
  "xyz": [[0.11, -0.08, -0.21], [1.12, -1.18, -2.22], [0.88, 0.23, 2.21], [2.69, -1.92, -1.61], [1.68, 0.49, -2.81], [2.38, 1.33, -1.78], [1.49, 1.59, -0.63], [2.23, 2.09, 0.55], [1.41, 1.95, 1.82], [0.76, 0.96, -3.18], [2.34, 0.28, -3.66], [2.69, 2.29, -2.23], [3.30, 0.84, -1.43], [2.49, 3.15, 0.39], [3.19, 1.55, 0.63], [0.49, 2.54, 1.78], [2.01, 2.27, 2.68], [2.52, -0.45, 2.62], [0.82, 2.31, -0.90], [3.20, -0.46, 1.77], [2.34, -1.48, 2.96], [2.92, 0.14, 3.45], [2.40, -2.88, -1.16], [3.22, -1.32, -0.87], [3.32, -2.11, -2.49], [-3.15, 3.95, -1.81], [-4.12, 3.05, -1.57], [-2.65, 4.02, -2.79], [-2.87, 4.71, -1.06], [-4.37, 2.27, -2.30], [-4.78, 3.13, -0.70], [-4.46, 1.36, 1.39], [-2.50, 1.18, 1.46], [-2.03, 2.25, 3.04], [-2.57, -0.72, 2.09], [-2.49, -1.14, 3.42], [-2.57, -2.51, 3.71], [-2.72, -3.45, 2.68], [-2.77, -3.03, 1.33], [-2.70, -1.66, 1.06], [-2.19, -1.05, -0.90], [-1.83, -2.79, -1.77], [-2.42, 0.10, -2.54], [-4.68, 2.42, 1.24], [-4.93, 0.99, 2.31], [-4.82, 0.79, 0.53], [-2.89, 2.33, 3.73], [-1.14, 1.82, 3.53], [-1.78, 3.24, 2.64], [-2.36, -0.38, 4.22], [-2.54, -2.84, 4.75], [-2.80, -4.51, 2.90], [-2.87, -3.72, 0.50], [-2.80, -3.30, -1.89], [-1.38, -2.59, -2.75], [-1.16, -3.40, -1.15], [-3.36, -0.22, -3.00], [-2.46, 1.15, -2.23], [-1.56, -0.10, -3.21]]
}